C40H54BrGe2N4O4STm as an isolated structure. Source: the OMol25 dataset; level of theory: ωB97M-V with the def2-TZVPD basis set.

Atoms and positions in Å:
1 Tm -20.425 -9.652 1.386
2 N -20.225 -8.827 3.787
3 C -20.023 -9.988 4.668
4 C -18.687 -10.688 4.350
5 N -18.532 -10.985 2.904
6 C -18.660 -12.403 2.757
7 C -20.123 -12.829 2.933
8 N -21.080 -12.008 2.126
9 C -17.280 -10.472 2.332
10 C -17.272 -8.980 2.215
11 N -18.355 -8.485 1.393
12 H -19.531 -8.088 4.000
13 H -21.168 -8.490 3.933
14 H -20.840 -10.691 4.408
15 H -20.107 -9.707 5.704
16 H -18.500 -11.562 4.950
17 H -17.874 -10.007 4.624
18 H -18.091 -12.990 3.547
19 H -18.226 -12.638 1.768
20 H -20.387 -12.617 3.967
21 H -20.256 -13.873 2.827
22 H -21.947 -12.079 2.622
23 H -21.147 -12.401 1.219
24 H -17.221 -10.975 1.345
25 H -16.410 -10.737 2.878
26 H -16.276 -8.716 1.811
27 H -17.463 -8.592 3.233
28 H -18.147 -8.531 0.382
29 H -18.449 -7.476 1.610
30 C -22.659 -4.042 -1.476
31 Ge -22.121 -4.237 0.477
32 C -21.447 -2.387 0.980
33 C -23.813 -4.731 1.216
34 Ge -20.131 -5.621 0.878
35 C -19.595 -5.477 2.785
36 C -20.588 -5.350 3.795
37 C -20.242 -5.618 5.135
38 C -18.932 -5.901 5.543
39 C -17.959 -5.950 4.532
40 C -18.296 -5.754 3.209
41 C -18.782 -5.153 -0.485
42 C -19.182 -5.361 -1.788
43 C -18.467 -4.878 -2.867
44 C -17.298 -4.137 -2.627
45 C -16.836 -3.967 -1.327
46 C -17.589 -4.528 -0.281
47 H -23.721 -3.567 -1.520
48 H -22.713 -4.965 -1.988
49 H -21.902 -3.409 -1.964
50 H -22.231 -1.564 0.960
51 H -20.682 -2.127 0.231
52 H -20.896 -2.381 1.929
53 H -24.522 -3.917 0.908
54 H -23.924 -5.080 2.258
55 H -24.149 -5.550 0.586
56 H -21.552 -5.072 3.524
57 H -21.026 -5.595 5.869
58 H -18.703 -6.050 6.555
59 H -16.913 -6.061 4.763
60 H -17.496 -5.832 2.484
61 H -20.084 -5.886 -1.974
62 H -18.783 -5.093 -3.878
63 H -16.741 -3.733 -3.483
64 H -15.864 -3.499 -1.197
65 H -17.177 -4.470 0.743
66 Br -16.859 -8.534 -1.677
67 C -17.511 -9.921 -2.725
68 C -16.711 -10.354 -3.724
69 C -17.087 -11.397 -4.530
70 C -18.254 -12.093 -4.315
71 C -18.982 -11.795 -3.134
72 C -18.654 -10.673 -2.355
73 C -19.346 -10.354 -1.049
74 O -19.801 -9.198 -0.916
75 O -19.361 -11.223 -0.126
76 H -15.787 -9.899 -3.868
77 H -16.405 -11.716 -5.266
78 H -18.581 -12.995 -4.894
79 H -19.865 -12.359 -2.832
80 C -27.886 -7.023 9.033
81 C -26.973 -7.244 7.890
82 O -25.784 -7.048 7.845
83 S -27.924 -7.790 6.450
84 C -26.656 -7.953 5.257
85 C -26.620 -9.037 4.426
86 C -25.554 -9.207 3.525
87 C -24.470 -8.324 3.531
88 C -24.575 -7.143 4.318
89 C -25.662 -6.934 5.156
90 C -23.376 -8.468 2.648
91 C -22.328 -8.504 2.003
92 H -28.887 -6.739 8.650
93 H -27.429 -6.259 9.743
94 H -27.857 -7.982 9.543
95 H -27.387 -9.776 4.459
96 H -25.541 -10.063 2.882
97 H -23.725 -6.417 4.201
98 H -25.735 -6.060 5.803
99 C -23.745 -10.764 -1.687
100 C -23.280 -10.044 -0.400
101 O -21.993 -10.577 -0.023
102 H -24.508 -10.124 -2.161
103 H -24.058 -11.772 -1.509
104 H -22.964 -10.871 -2.481
105 H -23.867 -10.108 0.466
106 H -23.147 -9.052 -0.670
107 H -21.469 -10.693 -0.801

Properties
**2S+1**: 4
**Lowest unoccupied orbital energy (alpha / beta)**: -1.80 / -3.20 eV
**Highest occupied orbital energy (alpha / beta)**: -0.3333 / -0.3699 Ha
**Relative energy (zero: lowest compared OMol25 entry of this formula, charge and spin)**: 15.49 kcal/mol
**<S²>**: 3.758
**Net charge**: +1

C40H54CoF8N2O3SSi4Te as an isolated structure. Source: the OMol25 dataset; level of theory: ωB97M-V with the def2-TZVPD basis set.

Atoms and positions in Å:
1 Co -0.203 -0.293 0.940
2 C 2.174 2.009 0.584
3 N 1.953 0.773 1.319
4 C 2.169 1.001 2.739
5 C 2.858 -0.254 0.820
6 C 2.565 -1.627 1.401
7 N 1.145 -1.924 1.472
8 C 0.769 -3.208 1.440
9 C -0.389 -3.605 2.179
10 F -0.967 -2.668 2.952
11 C -0.846 -4.893 2.254
12 F -1.889 -5.194 3.057
13 C -0.208 -5.939 1.603
14 C 0.926 -5.604 0.896
15 F 1.610 -6.591 0.270
16 C 1.405 -4.316 0.807
17 F 2.523 -4.160 0.049
18 H 3.214 2.362 0.698
19 H 1.496 2.778 0.952
20 H 1.967 1.844 -0.475
21 H 3.221 1.268 2.944
22 H 1.905 0.107 3.301
23 H 1.527 1.814 3.078
24 H 3.909 0.006 1.051
25 H 2.746 -0.299 -0.263
26 H 3.140 -2.341 0.812
27 H 2.972 -1.671 2.427
28 H -0.567 -6.955 1.661
29 O -0.606 0.133 3.079
30 S -1.732 1.050 3.390
31 C -1.110 2.138 4.688
32 C -1.664 3.404 4.819
33 C -1.165 4.277 5.772
34 C -0.111 3.888 6.590
35 C 0.438 2.617 6.453
36 C -0.057 1.744 5.502
37 C -2.781 0.095 4.517
38 C -4.107 0.461 4.692
39 C -4.905 -0.262 5.564
40 C -4.379 -1.349 6.251
41 C -3.057 -1.727 6.043
42 C -2.258 -1.010 5.171
43 H -2.476 3.697 4.163
44 H -1.586 5.269 5.877
45 H 0.287 4.578 7.323
46 H 1.260 2.318 7.091
47 H 0.369 0.757 5.366
48 H -4.507 1.302 4.136
49 H -5.944 0.011 5.704
50 H -5.005 -1.910 6.932
51 H -2.659 -2.593 6.557
52 H -1.241 -1.312 4.950
53 F -2.956 3.749 1.624
54 C -1.902 3.971 0.791
55 F -0.968 4.612 1.538
56 F -2.328 4.854 -0.128
57 C -1.347 2.626 0.161
58 O -1.608 2.457 -1.017
59 O -0.719 1.951 1.008
60 F -5.290 -5.292 -0.376
61 C -4.541 -4.164 -0.138
62 C -4.508 -3.633 1.134
63 C -3.779 -2.479 1.366
64 C -3.069 -1.819 0.344
65 C -2.367 -0.562 0.583
66 C -3.140 -2.408 -0.934
67 C -3.861 -3.565 -1.178
68 H -5.038 -4.133 1.936
69 H -3.755 -2.063 2.367
70 H -2.764 -0.073 1.477
71 H -2.440 0.108 -0.272
72 H -2.618 -1.930 -1.753
73 H -3.907 -3.994 -2.172
74 C 1.047 -0.279 -7.031
75 Si 0.540 -0.791 -5.256
76 C -1.359 -0.803 -5.281
77 C 1.110 -2.597 -5.097
78 Si 1.260 0.469 -3.385
79 Te 0.274 -0.871 -1.524
80 Si 0.739 2.728 -3.870
81 C 1.626 3.203 -5.498
82 C -1.078 3.152 -4.181
83 C 1.377 3.949 -2.560
84 Si 3.630 0.325 -3.374
85 C 4.260 -1.368 -2.785
86 C 4.397 0.548 -5.110
87 C 4.543 1.590 -2.272
88 H 0.686 -1.000 -7.769
89 H 2.134 -0.211 -7.131
90 H 0.634 0.699 -7.291
91 H -1.772 -1.618 -5.880
92 H -1.756 0.140 -5.667
93 H -1.725 -0.916 -4.257
94 H 0.554 -3.270 -5.755
95 H 0.961 -2.929 -4.066
96 H 2.174 -2.700 -5.328
97 H 1.358 2.501 -6.290
98 H 2.713 3.170 -5.391
99 H 1.352 4.207 -5.834
100 H -1.452 2.682 -5.095
101 H -1.230 4.232 -4.267
102 H -1.682 2.797 -3.347
103 H 2.448 3.829 -2.379
104 H 0.860 3.773 -1.613
105 H 1.198 4.989 -2.846
106 H 3.967 -2.155 -3.485
107 H 3.822 -1.629 -1.818
108 H 5.348 -1.393 -2.683
109 H 3.964 -0.175 -5.806
110 H 5.481 0.406 -5.108
111 H 4.190 1.544 -5.508
112 H 4.173 1.542 -1.245
113 H 4.388 2.612 -2.628
114 H 5.620 1.404 -2.246

Properties
**2S+1**: 4
**Lowest unoccupied orbital energy (alpha / beta)**: 3.75 / 3.75 eV
**Highest occupied orbital energy (alpha / beta)**: -0.0344 / -0.0493 Ha
**<S²>**: 3.761
**Net charge**: -2

C40H54N4O4PS4SiTl as an isolated structure. Source: the OMol25 dataset; level of theory: ωB97M-V with the def2-TZVPD basis set.

Atoms and positions in Å:
1 Tl 0.848 0.137 -0.225
2 S 1.818 -1.590 2.165
3 C 1.231 -0.401 3.278
4 C 2.132 0.264 4.121
5 C 1.732 1.185 5.085
6 C 2.705 1.892 5.859
7 N 3.492 2.476 6.465
8 C 0.358 1.430 5.262
9 C -0.549 0.811 4.406
10 C -0.156 -0.050 3.375
11 S -1.364 -0.616 2.261
12 C -0.124 2.291 6.296
13 N -0.543 2.972 7.126
14 H 3.188 0.054 4.005
15 H -1.604 1.012 4.535
16 N -0.706 -2.816 0.295
17 C -1.274 -4.013 0.113
18 C -1.345 -4.227 -1.253
19 C -0.788 -3.067 -1.815
20 N -0.415 -2.217 -0.864
21 H -0.599 -2.271 1.170
22 H -1.571 -4.626 0.948
23 H -1.736 -5.091 -1.764
24 H -0.647 -2.809 -2.855
25 C 1.248 4.490 3.255
26 P 0.767 3.206 2.005
27 C -0.835 3.988 1.521
28 C -0.925 5.192 0.824
29 C -2.161 5.767 0.561
30 C -3.326 5.145 0.996
31 C -3.246 3.943 1.686
32 C -2.007 3.367 1.946
33 C 1.834 3.685 0.596
34 C 1.405 3.403 -0.706
35 C 2.264 3.561 -1.786
36 C 3.562 4.012 -1.581
37 C 3.997 4.294 -0.295
38 C 3.146 4.113 0.788
39 H 1.291 5.488 2.813
40 H 2.208 4.234 3.706
41 H 0.496 4.476 4.045
42 H -0.022 5.678 0.469
43 H -2.219 6.702 0.015
44 H -4.291 5.596 0.795
45 H -4.149 3.445 2.019
46 H -1.947 2.405 2.451
47 H 0.394 3.054 -0.881
48 H 1.927 3.273 -2.776
49 H 4.241 4.116 -2.419
50 H 5.013 4.635 -0.133
51 H 3.515 4.292 1.792
52 O -1.393 1.498 -0.689
53 S -2.851 1.173 -0.680
54 C -3.577 2.280 -1.955
55 C -3.369 1.564 -3.279
56 C -3.837 0.139 -3.002
57 C -3.046 -0.291 -1.773
58 H -3.067 3.237 -1.857
59 H -4.637 2.393 -1.706
60 H -2.301 1.552 -3.516
61 H -3.904 2.039 -4.104
62 H -3.666 -0.532 -3.846
63 H -4.911 0.141 -2.788
64 H -2.025 -0.568 -2.024
65 H -3.511 -1.086 -1.190
66 C 1.578 -2.236 -7.489
67 C 2.552 -2.204 -6.313
68 C 1.966 -3.017 -5.155
69 C 3.899 -2.803 -6.724
70 O 2.758 -0.835 -5.997
71 Si 2.910 -0.076 -4.512
72 S 1.143 0.151 -3.511
73 O 4.118 -0.963 -3.800
74 C 4.634 -0.917 -2.465
75 C 4.552 0.497 -1.890
76 C 6.092 -1.356 -2.554
77 C 3.840 -1.895 -1.606
78 O 3.667 1.356 -4.919
79 C 3.385 2.289 -5.950
80 C 1.888 2.396 -6.253
81 C 4.137 1.858 -7.214
82 C 3.905 3.643 -5.474
83 H 1.455 -3.255 -7.867
84 H 1.949 -1.603 -8.299
85 H 0.607 -1.853 -7.169
86 H 1.768 -4.043 -5.477
87 H 1.042 -2.555 -4.805
88 H 2.662 -3.034 -4.317
89 H 3.788 -3.861 -6.978
90 H 4.597 -2.704 -5.891
91 H 4.303 -2.269 -7.588
92 H 4.937 1.206 -2.626
93 H 5.119 0.586 -0.961
94 H 3.509 0.760 -1.690
95 H 6.650 -0.661 -3.187
96 H 6.157 -2.355 -2.992
97 H 6.547 -1.379 -1.561
98 H 2.787 -1.615 -1.619
99 H 4.193 -1.899 -0.573
100 H 3.919 -2.906 -2.015
101 H 1.524 1.454 -6.671
102 H 1.700 3.208 -6.961
103 H 1.332 2.577 -5.333
104 H 3.831 0.844 -7.471
105 H 5.213 1.857 -7.022
106 H 3.923 2.533 -8.048
107 H 3.378 3.946 -4.567
108 H 3.753 4.405 -6.243
109 H 4.973 3.573 -5.251

Properties
**Lowest unoccupied orbital energy**: 3.71 eV
**Highest occupied orbital energy**: -0.0543 Ha
**Relative energy (zero: lowest compared OMol25 entry of this formula, charge and spin)**: 0.00 kcal/mol
**Net charge**: -2

C40H55N11O3PSi2TcTe as an isolated structure. Source: the OMol25 dataset; level of theory: ωB97M-V with the def2-TZVPD basis set.

Atoms and positions in Å:
1 Tc -0.710 -1.974 -0.742
2 C -3.524 0.349 -5.066
3 N -2.590 0.199 -3.920
4 C -1.660 1.207 -3.543
5 C -0.904 0.664 -2.536
6 N -1.376 -0.614 -2.262
7 C -2.387 -0.855 -3.118
8 P -3.432 -2.471 -3.162
9 C -3.716 -2.561 -1.392
10 N -2.777 -2.427 -0.485
11 C -3.271 -2.854 0.734
12 C -4.576 -3.211 0.569
13 N -4.862 -3.021 -0.771
14 C -6.195 -3.221 -1.342
15 C -1.905 -3.498 -3.018
16 N -0.874 -3.420 -2.170
17 C 0.023 -4.405 -2.522
18 C -0.447 -5.035 -3.636
19 N -1.679 -4.468 -3.894
20 C -2.575 -4.930 -5.018
21 H -3.904 -0.629 -5.295
22 H -2.942 0.711 -5.899
23 H -4.379 0.970 -4.780
24 H -1.744 2.200 -4.002
25 H -0.083 1.119 -2.056
26 H -2.697 -2.772 1.644
27 H -5.331 -3.539 1.250
28 H -6.146 -2.953 -2.395
29 H -6.961 -2.596 -0.875
30 H -6.522 -4.263 -1.293
31 H 0.960 -4.527 -2.039
32 H -0.054 -5.892 -4.234
33 H -2.325 -4.414 -5.924
34 H -3.609 -4.713 -4.734
35 H -2.433 -5.990 -5.165
36 O -0.306 -3.392 0.718
37 C 0.966 -3.236 0.526
38 N 1.923 -3.653 1.261
39 C 3.259 -3.171 0.749
40 C 2.678 -2.287 -0.456
41 O 3.351 -1.595 -1.199
42 N 1.271 -2.424 -0.468
43 C 4.152 -4.356 0.396
44 C 4.624 -4.613 -0.860
45 C 5.592 -5.618 -0.958
46 C 6.008 -6.348 0.142
47 C 5.488 -6.132 1.364
48 C 4.521 -5.200 1.507
49 C 3.969 -2.225 1.802
50 C 3.214 -1.570 2.797
51 C 3.892 -0.818 3.742
52 C 5.296 -0.662 3.669
53 C 5.976 -1.268 2.691
54 C 5.326 -2.057 1.738
55 H 1.796 -4.206 2.057
56 H 4.305 -3.988 -1.680
57 H 5.994 -5.804 -1.945
58 H 6.777 -7.117 0.039
59 H 5.840 -6.671 2.235
60 H 4.170 -4.955 2.531
61 H 2.146 -1.685 2.862
62 H 3.412 -0.279 4.546
63 H 5.734 -0.248 4.527
64 H 7.018 -1.126 2.801
65 H 5.869 -2.546 0.929
66 C -0.861 4.316 -3.171
67 Si 0.076 5.423 -1.983
68 C -1.123 6.700 -1.290
69 C 1.704 6.166 -2.640
70 C 0.637 4.360 -0.574
71 Te -1.036 3.484 0.541
72 C -1.355 4.984 1.974
73 Si -2.614 4.806 3.407
74 C -3.310 6.459 3.739
75 C -3.933 3.578 2.731
76 C -1.784 4.107 4.923
77 H -1.079 4.703 -4.152
78 H -1.799 3.925 -2.805
79 H -0.124 3.554 -3.440
80 H -1.029 6.872 -0.213
81 H -2.132 6.328 -1.507
82 H -0.997 7.653 -1.761
83 H 2.438 6.318 -1.877
84 H 1.486 7.097 -3.173
85 H 2.190 5.462 -3.288
86 H 1.127 4.940 0.183
87 H 1.315 3.595 -0.936
88 H -1.630 5.858 1.375
89 H -0.408 5.226 2.496
90 H -3.719 6.922 2.848
91 H -2.508 7.114 4.078
92 H -4.012 6.479 4.549
93 H -4.202 3.963 1.780
94 H -4.809 3.559 3.350
95 H -3.596 2.534 2.556
96 H -0.918 4.715 5.136
97 H -1.441 3.041 4.825
98 H -2.442 4.094 5.795
99 C -1.191 0.285 3.108
100 N 0.039 0.636 2.438
101 C 0.914 1.431 3.004
102 C 2.082 1.778 2.407
103 C 2.292 1.209 1.092
104 N 1.337 0.547 0.469
105 C 0.289 0.204 1.167
106 O -0.605 -0.515 0.624
107 N 3.424 1.300 0.433
108 H -1.237 1.074 3.888
109 H -1.242 -0.740 3.472
110 H -2.043 0.532 2.445
111 H 0.666 1.761 3.987
112 H 2.868 2.368 2.907
113 H 4.091 2.056 0.572
114 H 3.546 0.826 -0.463

Properties
**2S+1**: 4
**Lowest unoccupied orbital energy (alpha / beta)**: -6.64 / -10.25 eV
**Highest occupied orbital energy (alpha / beta)**: -0.5269 / -0.5266 Ha
**Relative energy (zero: lowest compared OMol25 entry of this formula, charge and spin)**: 31.00 kcal/mol
**<S²>**: 3.763
**Net charge**: +3

Number 1: E -10287.66894 hartree. Number 2: E -5897.88239 hartree. Number 3: E -4472.99815 hartree. Number 4: E -3653.73457 hartree.